# C4H11ClNOP

2 unconnected molecules or ions with the total composition C4H11ClNOP at a distorted geometry (wB97M-V/def2-TZVPD, the Open Molecules 2025 dataset).

Properties
energy	-29675.0025	eV
HOMO energy	-8.7	eV
LUMO energy	0.854	eV
SMILES string	[H]/N=C\CC.CP(O)Cl
total charge	0

Structure (XYZ):
```
19
Properties=species:S:1:pos:R:3:forces:R:3
C -3.1077 -0.8843 1.1537 0.11 0.64 -0.62
C 5.2797 1.4810 0.7890 -6.44 1.89 1.04
C -2.6516 -0.6378 -0.3230 0.24 0.50 0.64
C -1.1657 -0.7971 -0.2832 -1.17 0.22 -0.35
N -0.3054 0.1121 -0.3971 2.09 -2.83 0.52
O 2.9531 0.5690 -0.0389 -3.01 -1.08 -0.58
P 4.1181 -0.0567 0.8696 0.89 1.56 0.77
Cl 5.1290 -1.1085 -0.5035 0.86 -1.22 -1.12
H -4.1416 -0.8096 1.1767 -2.23 0.27 -0.02
H -2.9450 -1.8120 1.6669 0.74 -1.03 -0.65
H -2.7759 -0.1824 1.8819 0.65 1.06 0.16
H 5.1131 1.9305 1.8140 0.39 -0.17 -1.03
H 6.2482 1.2750 0.6667 3.68 -0.88 -0.74
H 4.8019 2.2448 0.0261 1.22 -1.68 1.31
H -2.9808 0.3320 -0.8147 0.28 -0.97 1.07
H -3.0525 -1.4437 -0.9099 -0.32 -0.39 -0.42
H 2.0805 -0.0012 -0.1043 2.12 1.67 0.31
H -0.9730 -1.8417 -0.0697 1.08 -0.11 0.24
H -0.7072 0.9429 -0.6708 -1.18 2.55 -0.53
```
Positions in Å, forces in eV/Å.

Results of the Mulliken charge analysis, in e, for atoms 1 through 8:
1. C -1.2123
2. C -0.8794
3. C -0.3830
4. C -0.0785
5. N -0.4600
6. O -0.4218
7. P 0.3048
8. Cl -0.2429